Record 1
Entry from the Open Molecules 2025 dataset: a cluster of 12 separate species, C36H72O12 in total (wB97M-V/def2-TZVPD).

Output
HOMO level: -9.43 eV
structure (SMILES): CC(C)=O.CC(C)=O.CC(C)=O.CC(C)=O.CC(C)=O.CC(C)=O.CC(C)=O.CC(C)=O.CC(C)=O.CC(C)=O.CC(C)=O.CC(C)=O

```
! RIJCOSX wB97M-V def2-TZVPD def2/J DEFGRID3
* xyz 0 1
C 1.9014 -6.2945 0.9893
C 2.1385 -4.9457 1.6528
C 1.0977 -3.8792 1.6728
O 3.2496 -4.6262 2.0741
H 1.7182 -6.2200 -0.0826
H 1.1406 -6.7862 1.5956
H 2.8713 -6.7799 1.0982
H 0.1761 -4.3964 1.4058
H 1.1818 -3.1294 0.8862
H 0.9787 -3.3760 2.6323
C -3.2373 -3.1048 4.2934
C -2.9406 -3.5187 2.8672
C -3.8704 -3.0715 1.7566
O -1.9407 -4.1496 2.4988
H -2.3668 -3.2516 4.9328
H -4.0916 -3.6443 4.7022
H -3.5125 -2.0501 4.2897
H -4.2027 -2.0356 1.8233
H -4.7607 -3.7002 1.7709
H -3.4832 -3.1830 0.7438
C 1.6580 1.3044 -4.0686
C 0.5879 1.0778 -5.1921
C 0.6509 1.8345 -6.5208
O -0.2794 0.2069 -5.0144
H 2.5356 0.6950 -4.2841
H 1.3005 1.0362 -3.0744
H 1.9337 2.3546 -3.9720
H 1.6289 1.7411 -6.9930
H 0.4504 2.8963 -6.3776
H -0.0348 1.4018 -7.2492
C 1.5343 -2.4404 -3.7648
C 0.1477 -3.0110 -3.6529
C -0.4010 -2.8932 -2.2535
O -0.5111 -3.4561 -4.5693
H 2.2429 -2.8861 -3.0667
H 1.4784 -1.3757 -3.5380
H 1.8933 -2.6002 -4.7815
H -0.2603 -1.8776 -1.8835
H 0.1413 -3.6756 -1.7226
H -1.4474 -3.1950 -2.2088
C -2.1044 3.3064 0.4042
C -1.2057 4.2284 -0.3737
C -0.1069 4.9813 0.4255
O -1.3375 4.3969 -1.5872
H -2.3088 2.3863 -0.1432
H -3.0934 3.7578 0.4845
H -1.6079 3.0745 1.3464
H -0.5363 5.2945 1.3772
H 0.3634 5.8810 0.0288
H 0.6810 4.2466 0.5915
C -0.3014 0.8100 -0.8832
C -0.2779 0.6003 0.6602
C -0.8200 -0.7019 1.1632
O 0.2030 1.4432 1.4210
H -0.1396 1.8592 -1.1302
H -1.1394 0.3777 -1.4299
H 0.5589 0.2556 -1.2581
H -0.6065 -0.8033 2.2272
H -0.3922 -1.5763 0.6728
H -1.9026 -0.5818 1.1225
C 4.6253 -2.1067 -0.1068
C 3.3958 -1.2997 0.2016
C 3.3868 -0.5160 1.4815
O 2.4800 -1.1630 -0.5560
H 4.8348 -2.8935 0.6178
H 5.5282 -1.4980 -0.1557
H 4.5014 -2.6628 -1.0361
H 4.3893 -0.1393 1.6843
H 3.1253 -1.0651 2.3860
H 2.6931 0.3188 1.3805
C 1.0054 -0.5077 4.6237
C 1.6370 0.1598 5.8357
C 0.9102 0.2287 7.0972
O 2.8072 0.5235 5.6795
H 1.0079 0.1953 3.7907
H -0.0397 -0.7023 4.8645
H 1.4837 -1.4285 4.2896
H 1.2325 1.1437 7.5941
H 1.1462 -0.6328 7.7220
H -0.1701 0.3526 7.0217
C 1.2486 5.1163 -3.1289
C 0.7739 5.0978 -4.5792
C -0.6786 4.7706 -4.7615
O 1.5193 5.2740 -5.5606
H 0.8478 5.9878 -2.6112
H 2.3339 5.1880 -3.0574
H 0.8595 4.2496 -2.5946
H -1.2470 5.5561 -4.2634
H -0.8575 3.8054 -4.2878
H -0.9756 4.6610 -5.8045
C 3.1061 2.4444 -0.5601
C 4.5903 2.3639 -0.8776
C 5.5601 2.4163 0.2846
O 5.0089 2.2316 -2.0087
H 2.5534 2.9103 -1.3759
H 2.8830 2.8725 0.4172
H 2.7349 1.4208 -0.5088
H 6.5939 2.2939 -0.0383
H 5.4038 1.5753 0.9602
H 5.4981 3.3512 0.8415
C -4.7717 -2.4084 -2.4174
C -3.7488 -1.2899 -2.4718
C -3.1075 -1.0187 -3.7814
O -3.3663 -0.7220 -1.4155
H -4.3242 -3.3348 -2.7772
H -5.5542 -2.1964 -3.1460
H -5.2174 -2.6639 -1.4561
H -2.0904 -0.7137 -3.5352
H -3.6960 -0.1811 -4.1558
H -3.1708 -1.8497 -4.4840
C -5.0874 1.4218 4.7121
C -3.8893 0.5740 4.9575
C -2.9457 0.3640 3.8424
O -3.7182 0.0897 6.0805
H -5.1442 2.3165 5.3320
H -6.0467 0.9451 4.9137
H -5.0176 1.7254 3.6676
H -3.4907 -0.1518 3.0518
H -2.1381 -0.2647 4.2173
H -2.4345 1.2338 3.4300
*
```



Record 2
Entry from the Open Molecules 2025 dataset: a structure of composition C50H43BiClNP3S4 (wB97M-V/def2-TZVPD).

Output
HOMO level: -10.20 eV

```
! RIJCOSX wB97M-V def2-TZVPD def2/J DEFGRID3
* xyz 1 1
Bi 2.1163 -0.3000 -0.9187
S 3.9519 0.8765 0.4337
S 5.4823 0.8121 -0.9409
S 4.6418 1.8051 -2.5037
S 3.2068 0.4442 -3.1012
C 0.7180 2.3282 1.9639
N 0.8247 1.4184 3.0961
C 0.0963 0.1499 3.0813
P 1.0722 -1.0266 2.0414
C 0.2774 -2.6650 2.2322
C 0.2466 -3.3187 3.4657
C -0.2930 -4.5907 3.5686
C -0.7953 -5.2309 2.4399
C -0.7609 -4.5951 1.2092
C -0.2242 -3.3169 1.1082
C 2.6108 -1.3026 2.9819
C 2.8944 -0.7773 4.2372
C 4.0967 -1.0802 4.8676
C 5.0164 -1.9181 4.2571
C 4.7280 -2.4701 3.0141
C 3.5369 -2.1578 2.3832
C 1.0231 2.0838 4.3396
C 2.1713 2.8532 4.5250
C 2.4153 3.4579 5.7467
C 1.5270 3.2948 6.8040
C 0.3764 2.5467 6.6163
C 0.1158 1.9534 5.3858
P 0.5669 1.6955 0.2215
C -1.1868 1.2220 0.0545
C -1.4685 -0.1062 -0.5594
C -2.7109 -0.8749 -0.0670
C -3.8830 0.0007 0.3980
C -3.6314 1.5298 0.3023
C -2.2118 1.9905 0.4305
C 0.7979 3.2467 -0.7037
C 2.0135 3.9289 -0.5906
C 2.2275 5.0910 -1.3144
C 1.2420 5.5753 -2.1655
C 0.0381 4.8979 -2.2861
C -0.1885 3.7389 -1.5555
H 1.5704 3.0039 1.9603
H -0.1823 2.9564 2.0178
H -0.9104 0.2477 2.6641
H 0.0081 -0.2610 4.0846
H 0.6577 -2.8372 4.3459
H -0.3113 -5.0916 4.5284
H -1.1996 -6.2320 2.5211
H -1.1404 -5.0936 0.3251
H -0.1730 -2.8384 0.1363
H 2.1905 -0.1301 4.7454
H 4.3054 -0.6580 5.8427
H 5.9530 -2.1480 4.7487
H 5.4350 -3.1356 2.5354
H 3.3163 -2.6049 1.4175
H 2.8885 2.9506 3.7172
H 3.3157 4.0442 5.8798
H 1.7344 3.7462 7.7653
H -0.3333 2.4285 7.4255
H -0.8029 1.3974 5.2420
H -0.5902 -0.7461 -0.4800
H -2.5123 -1.7743 0.5064
H -4.4432 -0.3397 1.2649
H -4.2565 2.0963 0.9893
H -2.0483 2.9911 0.8214
H 2.8014 3.5436 0.0454
H 3.1686 5.6164 -1.2148
H 1.4144 6.4812 -2.7332
H -0.7328 5.2702 -2.9494
H -1.1354 3.2205 -1.6476
Cl 0.9800 -3.7549 -2.1078
C -0.5899 -3.8547 -2.8695
C -1.1036 -5.1286 -3.0645
C -2.3343 -5.2801 -3.6815
C -3.0446 -4.1667 -4.1065
C -2.5214 -2.9009 -3.9020
C -1.2874 -2.7114 -3.2744
P -0.6111 -1.0354 -2.9990
C -2.0103 -0.1281 -2.0668
C -2.3776 1.1784 -2.7115
C -3.4009 1.9235 -2.3030
C -4.2603 1.5120 -1.1610
C -4.4604 -0.0195 -1.0454
C -3.2673 -0.9068 -1.5116
C -0.4214 -0.3803 -4.7005
C 0.1985 0.8684 -4.8348
C 0.4963 1.3893 -6.0836
C 0.2106 0.6530 -7.2258
C -0.3679 -0.6005 -7.1074
C -0.6782 -1.1171 -5.8555
H -0.5372 -5.9918 -2.7408
H -2.7354 -6.2739 -3.8358
H -4.0025 -4.2854 -4.5977
H -3.0702 -2.0321 -4.2481
H -1.8227 1.5096 -3.5737
H -3.6459 2.8363 -2.8365
H -5.2029 2.0547 -1.1711
H -5.4499 -0.3990 -1.2870
H -3.5422 -1.8340 -2.0011
H 0.4647 1.4388 -3.9499
H 0.9731 2.3586 -6.1628
H 0.4558 1.0485 -8.2034
H -0.5787 -1.1840 -7.9947
H -1.1210 -2.0998 -5.7896
*
```



Record 3
Entry from the Open Molecules 2025 dataset: a structure of composition H22O19SV2 (wB97M-V/def2-TZVPD).

Output
HOMO level: -7.82 eV

```
! RIJCOSX wB97M-V def2-TZVPD def2/J DEFGRID3
* xyz 0 1
O 2.0748 -16.7927 18.9122
V 3.4398 -16.0272 19.1823
O 4.5663 -17.1816 19.5461
O -0.2240 -8.9102 13.8792
V -0.2455 -10.4428 14.1424
O -1.5701 -10.7431 15.0352
S 2.0478 -11.2582 18.3797
O 1.8761 -10.6344 17.0611
O 2.1099 -12.7298 18.2268
O 3.2619 -10.7625 18.9378
O 0.9036 -10.8337 19.1559
O -2.4738 -12.5766 20.4123
H -1.7388 -11.9898 20.2345
H -3.1837 -12.2454 19.8622
O 5.7232 -13.4868 19.9325
H 5.3115 -12.6235 19.8939
H 6.6420 -13.3058 20.1308
O 1.1458 -13.7561 14.6467
H 1.5438 -14.4309 14.0967
H 1.6706 -13.7585 15.4472
O 3.5411 -7.0656 15.8898
H 3.0167 -7.8563 16.0161
H 2.9182 -6.4131 15.5696
O 6.0151 -11.7633 16.0042
H 6.6713 -11.0800 15.8680
H 5.2767 -11.3094 16.4104
O 6.5151 -8.4443 17.7909
H 6.0226 -9.1192 18.2579
H 5.9021 -8.1096 17.1364
O 4.9626 -15.5314 16.1508
H 5.3866 -14.7150 15.8863
H 4.6995 -15.9428 15.3275
O 4.1926 -9.9132 22.4526
H 3.9628 -9.0165 22.6965
H 4.0069 -9.9619 21.5148
O -1.9494 -7.8622 18.6324
H -1.4059 -8.5561 19.0056
H -1.6728 -7.8064 17.7177
O -2.6137 -14.9539 16.6963
H -1.7286 -14.6818 16.9388
H -3.1410 -14.1597 16.7828
O 0.8056 -11.2186 23.1271
H 0.4228 -11.0074 22.2756
H 1.7509 -11.1755 22.9827
*
```



Record 4
Entry from the Open Molecules 2025 dataset: a structure of composition C7H10O (wB97M-V/def2-TZVPD).

Output
HOMO level: -9.29 eV

```
! RIJCOSX wB97M-V def2-TZVPD def2/J DEFGRID3
* xyz 0 1
C -1.4962 -1.0161 -0.2285
C -0.1246 -1.7948 0.0087
C 0.6619 -0.5806 0.8964
C 1.1369 0.9751 0.5311
C 0.7884 1.7222 -0.8403
C -0.6899 0.4014 -0.5511
C -0.2025 0.5255 0.8284
H -1.8895 -0.9206 0.9073
H -2.1712 -1.5936 -1.0146
H -0.0021 -2.8195 0.5946
H 0.2060 -1.9751 -1.0478
H 1.1069 -1.0566 1.8660
H 2.1124 1.1421 1.1003
H 1.1955 1.3761 -1.8510
H 0.9328 2.8770 -0.7249
H 0.1193 -0.0948 -0.9874
H -0.9956 1.0855 1.5465
O -0.6885 1.7468 -1.0337
*
```



Record 5
Entry from the Open Molecules 2025 dataset: a structure of composition C24H26F19N6O12S6V (wB97M-V/def2-TZVPD).

Output
⟨S²⟩: 2.01
HOMO level (spin up / spin down): -9.16 / -9.16 eV

```
! RIJCOSX wB97M-V def2-TZVPD def2/J DEFGRID3
* xyz 0 3
V -1.8381 1.0920 -0.1190
C -1.1289 -2.3674 2.0795
F -0.5701 -3.2060 2.9098
F -1.4786 -2.9618 0.9615
F -2.1705 -1.8013 2.6370
S 0.1079 -0.9460 1.7024
O -0.2287 0.0716 2.6690
O 1.4404 -1.4932 1.8397
N -0.4017 -0.2830 0.1159
S 0.6586 -0.9071 -0.8918
O 1.0682 -2.2694 -0.6864
O 0.1013 -0.6730 -2.2137
C 2.2437 0.1253 -0.8112
F 2.1603 1.1578 -1.6575
F 2.4346 0.6120 0.4089
F 3.3022 -0.5852 -1.1205
C -5.2610 -0.8660 -2.1070
F -5.8281 -1.4749 -3.1211
F -5.9363 0.2527 -1.8466
F -5.3413 -1.6170 -1.0281
S -3.3574 -0.3966 -2.4821
O -2.5977 -1.1511 -1.4943
O -3.1361 -0.6863 -3.8738
N -3.0214 1.1990 -1.7607
S -3.5543 2.0538 -3.0023
O -2.4058 2.3327 -3.8467
O -4.7351 1.5707 -3.6937
C -4.0597 3.7245 -2.1955
F -3.1542 4.0644 -1.2940
F -4.2291 4.6548 -3.1148
F -5.2114 3.5509 -1.5379
C -0.3179 4.9280 0.9643
F 0.8516 4.9347 0.3093
F -0.3785 5.8942 1.8242
F -1.2435 5.0481 0.0182
S -0.3822 3.1973 1.8146
O 0.6954 2.4991 1.1790
O -0.2745 3.3782 3.2321
N -1.8876 2.4635 1.3278
S -3.1227 3.2402 2.1389
O -2.8171 4.6252 2.4852
O -4.3057 3.0373 1.3453
C -3.2594 2.2063 3.7648
F -2.6267 1.0532 3.5937
F -2.7393 2.8735 4.7519
F -4.5422 1.8958 3.9316
C 2.6118 4.1786 -2.3144
C 1.8103 3.7125 -3.5456
C 0.3191 3.8394 -3.3735
C -0.1851 3.0808 -2.2411
N -0.5750 2.5037 -1.3389
H 2.7285 3.4647 -1.5009
H 2.2600 5.1419 -1.9463
H 3.6457 4.3186 -2.6399
H 2.0848 2.6863 -3.7937
H 2.1702 4.3764 -4.3309
H -0.2668 3.5605 -4.2513
H 0.1170 4.8980 -3.1796
C -1.1437 -6.0964 1.1566
C -0.4327 -6.8903 2.2313
C -1.3645 -7.9080 2.9084
C -1.9098 -8.9535 2.0425
N -2.3777 -9.7851 1.4073
H -0.4081 -5.3817 0.7862
H -1.9757 -5.5283 1.5836
H -1.6078 -6.6951 0.3738
H 0.0666 -6.2302 2.9427
H 0.4337 -7.3831 1.7790
H -2.1406 -7.3395 3.4258
H -0.8205 -8.3343 3.7552
C 2.7210 -0.0069 4.9254
C 3.1790 0.7137 3.6490
C 4.1890 1.8317 3.9450
C 3.5975 2.9117 4.7117
N 3.1058 3.7755 5.2870
H 2.0797 -0.8440 4.6524
H 2.1630 0.6445 5.5995
H 3.5613 -0.3511 5.5318
H 2.3268 1.1955 3.1675
H 3.6971 0.1248 2.8923
H 4.4393 2.2755 2.9770
H 5.0977 1.4647 4.4218
F 5.4807 -3.4448 -2.8691
C 4.4009 -2.8434 -3.4047
C 4.3994 -1.5037 -3.7412
C 3.2329 -0.8817 -4.1800
C 2.0588 -1.6409 -4.2339
C 2.0885 -2.9928 -3.9380
C 3.2496 -3.6148 -3.5294
H 5.3900 -1.0615 -3.7219
H 3.3118 0.1507 -4.4895
H 1.1865 -1.0611 -4.4976
H 1.1127 -3.4558 -3.8554
H 3.3699 -4.6735 -3.3420
*
```



Record 6
Entry from the Open Molecules 2025 dataset: a structure of composition C19H46N3O11V (wB97M-V/def2-TZVPD).

Output
HOMO level: -8.48 eV

```
! RIJCOSX wB97M-V def2-TZVPD def2/J DEFGRID3
* xyz 0 1
O 8.9857 16.3386 0.7472
V 9.0251 15.1233 -0.3432
O 7.6472 15.2296 -1.1234
O 12.7336 15.6718 -1.7839
C 11.5224 15.4806 -1.2489
O 11.4002 14.8665 -0.1606
O 10.4886 15.8302 -1.8835
H 12.5566 16.0365 -2.6677
C 8.9185 16.0044 4.2853
O 8.8740 14.7292 3.6744
C 10.0416 14.4615 2.9213
C 9.7922 13.2181 2.0956
N 8.6123 13.4235 1.2321
C 8.2310 12.2419 0.4591
C 9.2080 11.9575 -0.6817
O 9.0905 13.0506 -1.5572
C 9.6917 12.8460 -2.8167
H 8.2576 15.9757 5.1466
H 8.6584 16.8174 3.6008
H 9.9490 16.2119 4.5995
H 10.8557 14.2321 3.6227
H 10.3581 15.3244 2.3362
H 9.6891 12.3461 2.7473
H 10.6638 13.0496 1.4624
H 7.8035 13.6048 1.8510
H 7.2427 12.3967 0.0226
H 8.1456 11.3581 1.1054
H 8.9144 11.0263 -1.1735
H 10.2108 11.8508 -0.2510
H 10.7754 12.9975 -2.7461
H 9.3512 13.6090 -3.5186
H 9.4613 11.8827 -3.2752
C 6.9250 17.6702 -3.0709
O 5.9881 18.4753 -3.7517
C 6.5262 19.3871 -4.6817
C 5.3592 20.0232 -5.3868
N 4.6764 20.9687 -4.5099
C 3.3628 21.3746 -5.0063
C 2.6318 22.2030 -3.9760
O 2.1442 21.3668 -2.9485
C 1.5805 22.1387 -1.9050
H 7.5627 18.2732 -2.4127
H 7.5191 17.1372 -3.8232
H 6.3964 16.9613 -2.4410
H 7.2016 18.8921 -5.3893
H 7.0986 20.1364 -4.1214
H 4.6586 19.2560 -5.7490
H 5.6585 20.5864 -6.2769
H 4.5203 20.5106 -3.6136
H 2.7609 20.4745 -5.2117
H 3.5512 21.9338 -5.9260
H 1.8350 22.8103 -4.4189
H 3.3616 22.9007 -3.5393
H 0.9647 22.9391 -2.3155
H 2.3756 22.5322 -1.2669
H 0.9826 21.4640 -1.2967
C 4.7814 17.8021 3.3137
O 4.4281 16.5955 2.6711
C 5.3708 16.1076 1.7567
C 5.2383 14.6179 1.4534
N 5.8956 13.7237 2.4030
C 5.5901 14.0381 3.8070
C 6.0122 12.8789 4.6865
O 5.4330 12.9863 5.9656
C 5.7358 11.8593 6.7622
H 4.9639 18.5688 2.5594
H 5.6376 17.6444 3.9776
H 3.9396 18.0563 3.9536
H 6.3947 16.2776 2.1298
H 5.3218 16.6839 0.8242
H 5.6432 14.5639 0.4416
H 4.1588 14.4302 1.3592
H 5.5022 12.7972 2.2496
H 4.5240 14.2552 3.9316
H 6.1568 14.9267 4.0895
H 7.1085 12.8144 4.7063
H 5.6701 11.9420 4.2081
H 6.6788 11.3775 6.4843
H 4.9290 11.1249 6.7234
H 5.9063 12.1570 7.7992
*
```



Record 7
Entry from the Open Molecules 2025 dataset: the ion C4H10NS with charge +1 (wB97M-V/def2-TZVPD).

Output
HOMO level: -13.19 eV
structure (SMILES): CS[C@H]1CC[NH2+]1

```
! RIJCOSX wB97M-V def2-TZVPD def2/J DEFGRID3
* xyz 1 1
C -1.6358 -0.3774 2.1754
S -0.9348 0.9412 1.2054
C 0.2880 -0.0064 0.2125
C -0.1749 -0.4434 -1.3510
C 1.2377 0.0836 -1.6865
N 1.1693 0.9608 -0.4945
H -2.4373 -0.0085 2.8133
H -1.0737 -0.8681 3.0450
H -2.2872 -1.0153 1.5773
H 0.8769 -0.7427 0.6310
H -0.9144 0.0628 -1.8567
H -0.2194 -1.4867 -1.3803
H 1.9550 -0.7334 -1.7021
H 1.4791 0.6336 -2.5886
H 2.0033 1.1236 0.0019
H 0.6682 1.8764 -0.6021
*
```



For reference, energy above the lowest of the compared OMol25 structures with the same formula, charge and spin by record: 134.1, 362.6, 999.3, 720.7, 85.2, 0.0, 207.8 kJ/mol.